No. 1
C5H14N2 | the ωB97M-V functional and the def2-TZVPD basis

Last column: Mulliken charge in e.
Atoms and positions in Å:
C: 1.321483 -0.860039 -2.271058  -0.73
N: 1.001154 0.399754 -1.567376  -0.48
C: 0.041490 0.112013 -0.398010  0.55
C: -1.359185 -0.251662 -0.785695  -1.20
C: 0.037970 1.156781 0.702077  -0.82
C: -0.512453 0.591531 2.008832  -0.83
N: 0.076665 -0.652565 2.501494  -0.62
H: 1.778985 -0.611575 -3.194277  0.35
H: 0.321966 -1.428862 -2.348729  0.25
H: 1.890134 -1.473810 -1.600923  0.27
H: 0.372536 0.894691 -2.270121  0.33
H: 0.550528 -0.814661 -0.000659  0.15
H: -1.283547 -0.721943 -1.876927  0.25
H: -2.040729 -0.893190 -0.171399  0.34
H: -2.075304 0.582021 -1.041624  0.33
H: -0.161341 2.215529 0.446019  0.32
H: 1.074485 1.182634 1.146058  0.22
H: -1.618472 0.632225 1.965696  0.39
H: -0.355255 1.285319 2.764547  0.45
H: 1.098641 -0.466015 2.469282  0.22
H: -0.159750 -0.878178 3.522792  0.27

Atomic forces in eV per Å
C -2.922 -0.169 1.750
N -2.617 1.038 -0.491
C 1.730 -0.975 0.066
C -2.312 -0.631 -3.803
C 3.369 -0.895 1.543
C -2.937 0.470 -0.001
N 0.687 -0.699 0.608
H 0.456 -0.249 -0.840
H 1.596 0.351 -0.783
H 0.895 -0.274 0.023
H 1.226 -0.272 1.092
H -0.839 0.878 0.151
H -0.425 0.366 2.325
H 1.352 0.135 -0.152
H 1.119 0.014 0.542
H -0.616 -0.811 0.140
H 0.031 0.513 -1.465
H 0.178 -1.128 -0.003
H 0.500 2.045 1.200
H -0.784 -0.538 0.251
H 0.313 0.829 -2.153

## Properties
HOMO level in eV: -8.99
Energy relative to the best compared isomer or geometry (same formula, charge and spin) in kJ/mol: 225.88
Energy in Ha: -308.3370
Orbital gap in eV: 10.1
SMILES string: CN[C@H](C)CCN

=====

No. 2
C5H14N2 | the ωB97M-V functional and the def2-TZVPD basis

Last column: Mulliken charge in e.
Atoms and positions in Å:
C: -0.825553 1.635262 -1.381968  -1.35
C: 0.191013 0.492050 -1.308543  -0.12
N: 0.716113 0.075743 -2.680346  -0.30
C: -0.370320 -0.653354 -0.394586  -0.53
C: 0.085480 -0.366073 1.045452  -0.19
C: 0.231987 -1.276258 2.025349  -0.43
N: -0.001052 -0.729877 3.416587  -0.28
H: -0.367903 2.378443 -2.061400  0.42
H: -1.817160 1.385737 -1.763466  0.42
H: -0.990333 2.161665 -0.386813  0.35
H: 1.121812 0.723778 -0.829046  0.37
H: 1.128571 0.840702 -3.220840  0.38
H: 0.034628 -0.430589 -3.254269  0.36
H: 1.541207 -0.565343 -2.640475  0.40
H: -0.228580 -1.686035 -0.704848  0.45
H: -1.444901 -0.516486 -0.427734  0.33
H: 0.141565 0.683062 1.380909  0.26
H: 1.007001 -2.028022 1.872305  0.31
H: -1.012943 -0.653745 3.489660  0.39
H: 0.633103 0.006364 3.731608  0.36
H: 0.226264 -1.477024 4.092465  0.40

Atomic forces in eV per Å
C 1.043 1.333 0.036
C -0.309 -0.846 0.820
N 0.576 -1.288 -0.286
C 1.033 0.637 -0.111
C -1.209 -0.137 0.041
C 1.491 1.577 -0.881
N 1.266 -2.519 0.090
H -0.550 0.089 0.372
H 0.211 -0.412 -0.067
H 0.459 -0.870 -1.144
H 0.369 1.032 0.198
H -0.629 0.480 0.003
H -0.150 0.344 -0.117
H -0.763 0.189 0.514
H 0.498 -0.090 -0.020
H -0.354 -0.123 0.445
H -1.010 -0.180 -0.399
H -1.188 -1.089 0.500
H -0.025 1.091 0.401
H -0.636 0.843 -0.217
H -0.122 -0.062 -0.178

## Properties
Charge: +2
HOMO level in eV: -18.02
Energy relative to the best compared isomer or geometry (same formula, charge and spin) in kJ/mol: 137.74
Energy in Ha: -307.7360
Orbital gap in eV: 10.5
SMILES string: C[C@H]([NH3+])C/C=C/[NH3+]